Record 1
Molecular formula: C25H59I2NO23P5
Method: DFT, wB97M-V/def2-TZVPD

Each line ends with the Mulliken charge.
Geometry (Å):
C (7.45343, -2.07729, 2.31780)  -1.198
C (6.54077, -1.74467, 1.16135)  -0.362
N (5.15296, -1.54132, 1.59212)  -0.026
C (4.13567, -1.86809, 0.57438)  0.235
C (3.39328, -3.08536, 1.01120)  -0.514
C (2.27640, -3.36365, 0.11490)  0.637
O (2.31171, -3.50589, -1.11397)  -0.552
O (1.07336, -3.52285, 0.84713)  -0.336
C (0.03276, -2.69682, 0.60305)  0.837
C (-0.79158, -2.59554, 1.80464)  -0.966
O (-0.16507, -2.11363, -0.45079)  -0.606
C (3.26853, -0.83557, 0.33437)  -1.229
I (3.19259, -0.25023, -1.81949)  -0.277
C (2.50012, -0.09359, 1.13319)  0.759
C (1.58827, 1.01104, 0.85171)  -1.738
I (2.51919, -0.46882, 3.20839)  -0.041
H (6.97264, -1.87694, 3.24722)  0.335
H (7.72498, -3.10800, 2.29428)  0.305
H (8.36511, -1.52861, 2.26379)  0.322
H (6.91070, -0.88394, 0.63393)  0.391
H (6.52760, -2.53466, 0.45432)  0.249
H (5.05745, -0.55003, 1.73893)  0.218
H (3.09900, -3.04684, 2.04505)  0.325
H (4.03369, -3.94339, 0.91418)  0.254
H (-0.37349, -1.87172, 2.46942)  0.164
H (-0.88774, -3.53202, 2.29266)  0.375
H (-1.75591, -2.27154, 1.49971)  0.239
H (0.79804, 0.98868, 1.56926)  0.345
H (1.16237, 0.89851, -0.11362)  0.404
H (2.05712, 1.96127, 0.96614)  0.477
C (5.46523, -5.69038, -1.57026)  -0.771
O (5.67651, -6.61594, -2.66800)  -0.371
P (6.47057, -6.05485, -3.90100)  1.056
O (7.79590, -5.50592, -3.66340)  -0.723
O (5.51337, -5.00267, -4.59264)  -0.259
C (4.12180, -5.31664, -4.77030)  -0.514
O (6.42078, -7.35627, -4.80731)  -0.294
C (7.13714, -7.28951, -6.04590)  -0.697
H (4.50814, -5.92890, -1.11851)  0.269
H (6.26321, -5.81428, -0.84295)  0.338
H (5.44299, -4.65614, -1.91318)  0.414
H (3.54506, -4.91562, -3.93754)  0.129
H (3.95767, -6.39056, -4.84617)  0.330
H (3.79878, -4.84035, -5.69179)  0.265
H (6.88265, -6.38357, -6.59790)  0.313
H (6.84177, -8.15896, -6.62560)  0.236
H (8.20986, -7.31252, -5.86313)  0.283
C (-1.39600, 3.66990, 3.23866)  -0.744
O (-1.41109, 4.76773, 2.28492)  -0.284
P (-0.01765, 5.29448, 1.78129)  0.925
O (0.92604, 4.34119, 1.22713)  -0.518
O (0.61427, 6.07777, 3.01874)  -0.297
C (-0.21891, 6.91873, 3.82327)  -0.699
O (-0.54530, 6.41733, 0.80224)  -0.280
C (0.44821, 7.10930, 0.02927)  -0.714
H (-2.23623, 3.79739, 3.91117)  0.287
H (-1.49227, 2.72464, 2.71367)  0.231
H (-0.47363, 3.65687, 3.81746)  0.383
H (-0.55320, 6.36912, 4.70316)  0.238
H (-1.08629, 7.27513, 3.26970)  0.342
H (0.38166, 7.76912, 4.13680)  0.270
H (1.26431, 7.45856, 0.66352)  0.323
H (-0.04832, 7.96145, -0.42383)  0.229
H (0.84187, 6.45501, -0.74518)  0.295
C (-1.07411, 0.19548, 7.92106)  -0.724
O (-1.79816, -0.52309, 6.90896)  -0.320
P (-2.70957, 0.31765, 5.93462)  0.832
O (-2.07343, 1.44141, 5.26336)  -0.352
O (-3.95404, 0.78534, 6.81505)  -0.338
C (-4.57451, -0.14745, 7.70821)  -0.707
O (-3.25500, -0.85541, 5.04930)  -0.276
C (-4.12016, -0.49869, 3.93930)  -0.771
H (-1.01677, -0.44830, 8.79447)  0.248
H (-0.07318, 0.41782, 7.55988)  0.249
H (-1.57520, 1.12635, 8.18934)  0.342
H (-4.17410, -0.01602, 8.71375)  0.258
H (-4.41777, -1.17587, 7.38754)  0.334
H (-5.63972, 0.06739, 7.71440)  0.264
H (-4.90035, 0.18776, 4.26793)  0.402
H (-4.57505, -1.40629, 3.56888)  0.307
H (-3.53875, -0.03985, 3.14581)  0.251
C (-3.67205, 0.91526, -0.45447)  -0.679
O (-5.12194, 0.97308, -0.48209)  -0.307
P (-5.92446, -0.26036, 0.05754)  0.939
O (-5.62487, -0.73670, 1.39922)  -0.470
O (-5.76716, -1.42608, -1.00306)  -0.286
C (-5.84333, -1.12798, -2.40452)  -0.720
O (-7.38398, 0.30789, -0.15979)  -0.320
C (-8.46578, -0.50890, 0.30933)  -0.689
H (-3.31796, 1.46803, -1.31829)  0.262
H (-3.31083, 1.38815, 0.45472)  0.240
H (-3.30675, -0.11174, -0.50136)  0.337
H (-4.84432, -1.01018, -2.79967)  0.255
H (-6.41258, -0.22057, -2.59515)  0.350
H (-6.32859, -1.97209, -2.88820)  0.276
H (-8.36297, -1.53577, -0.04386)  0.321
H (-9.37767, -0.07913, -0.09281)  0.232
H (-8.50019, -0.50005, 1.39696)  0.248
C (-3.35418, 5.66175, -5.87895)  -0.717
O (-3.12503, 4.29397, -5.50374)  -0.275
P (-1.62005, 3.84018, -5.33252)  0.913
O (-0.78282, 4.65029, -4.46798)  -0.652
O (-1.02859, 3.75606, -6.80844)  -0.311
C (-1.80945, 3.17342, -7.85890)  -0.665
O (-1.90670, 2.35696, -4.89751)  -0.137
C (-0.78105, 1.51843, -4.54319)  -0.806
H (-4.24016, 5.67967, -6.50795)  0.249
H (-3.52269, 6.25937, -4.98660)  0.254
H (-2.50930, 6.07358, -6.43168)  0.345
H (-2.32181, 3.95881, -8.41493)  0.250
H (-2.54210, 2.46706, -7.47179)  0.315
H (-1.12481, 2.65200, -8.52200)  0.271
H (-0.01033, 1.56368, -5.31125)  0.342
H (-1.14963, 0.50235, -4.47144)  0.250
H (-0.35885, 1.82219, -3.58909)  0.365

Atoms 1-3, force components in eV/Å:
-0.01 -0.02 -0.38
-0.53 0.19 0.42
0.30 -0.12 -0.74

Summary:
Total energy, eV: -138120.684
HOMO level, eV: -2.37
Net charge: -1
Spin multiplicity: 1
Orbital gap, eV: 4.34

Record 2
Molecular formula: C25H59N14O25
Method: DFT, wB97M-V/def2-TZVPD

Each line ends with the Mulliken charge.
Geometry (Å):
C (3.26202, 0.24350, -0.23263)  -1.639
C (1.74502, 0.48650, -0.07263)  2.363
C (1.35202, 1.27050, -1.25463)  -3.648
C (-0.12498, 1.35750, -1.47963)  1.070
C (-0.78798, 0.02650, -1.63563)  -1.752
C (-0.35898, -1.08050, -0.49463)  2.262
N (1.05902, -0.84550, -0.05863)  1.280
O (1.47102, -1.66350, 0.77137)  -0.380
C (-0.40498, -2.48550, -1.18063)  -2.206
C (-1.29098, -0.98850, 0.77237)  -0.932
C (1.45902, 1.16650, 1.36037)  -0.046
H (3.71502, -0.08050, -1.16863)  0.331
H (3.75502, -0.33450, 0.68737)  0.245
H (3.66602, 1.26850, -0.09063)  0.433
H (1.57102, 0.63650, -1.87063)  1.205
H (1.76902, 2.21750, -1.31563)  0.894
H (-0.43698, 1.97450, -2.34363)  0.142
H (-0.54798, 2.08950, -0.67663)  -0.607
H (-0.47298, -0.45450, -2.53363)  0.497
H (-1.85098, 0.06750, -1.80663)  0.696
H (0.31302, -2.47250, -2.05063)  0.326
H (-1.34798, -2.68450, -1.41863)  0.693
H (0.25402, -3.24350, -0.75563)  0.142
H (-1.40398, -1.80350, 1.43537)  0.012
H (-2.23398, -0.86050, 0.41837)  0.229
H (-1.08098, -0.22250, 1.46037)  -0.215
H (1.94602, 0.52050, 2.27637)  -0.126
H (0.53802, 1.17850, 1.50037)  -0.383
H (2.25302, 2.05450, 1.54337)  -0.022
N (-0.84198, -5.92250, 2.55137)  -0.042
C (-1.61698, -5.51350, 3.58937)  -0.809
C (-2.64298, -4.65150, 3.15337)  -0.675
C (-2.38598, -4.52050, 1.60537)  -0.059
C (-1.05398, -5.27150, 1.33037)  -0.962
H (-0.26298, -6.64550, 2.70237)  0.132
H (-1.63698, -5.94650, 4.49437)  0.573
H (-3.40098, -4.24350, 3.74837)  0.516
H (-2.88898, -3.95350, 0.86137)  0.623
H (-0.82998, -5.48450, 0.41837)  0.777
C (-4.29998, 2.00950, 1.01637)  -0.282
N (-4.02698, 2.99250, -0.15163)  0.794
O (-5.05198, 3.73050, -0.24863)  -0.567
O (-2.96598, 3.15750, -0.62563)  -0.364
H (-4.96498, 1.20350, 0.62737)  0.142
H (-4.53098, 2.58250, 1.81137)  0.460
H (-3.34298, 1.65250, 1.16337)  -0.199
C (-2.26398, 1.16750, -6.05063)  -0.643
N (-2.88798, 2.27550, -5.23863)  0.868
O (-2.58898, 2.21850, -4.06663)  -0.473
O (-3.87698, 2.84550, -5.63963)  -0.506
H (-1.75698, 0.57750, -5.31263)  0.168
H (-1.77498, 1.76250, -6.81163)  0.316
H (-3.11698, 0.58550, -6.56963)  0.290
C (2.87202, 0.38050, -5.77863)  -0.735
N (2.88102, -0.59950, -4.66563)  0.680
O (3.87002, -1.39250, -4.63063)  -0.512
O (1.90402, -0.62350, -4.02863)  -0.308
H (2.50002, -0.00950, -6.75063)  0.286
H (3.81602, 0.63050, -6.15863)  0.339
H (2.41302, 1.37550, -5.37363)  0.235
C (-5.66898, -1.83050, 0.14637)  -0.997
N (-4.62598, -1.72850, -0.92863)  0.806
O (-3.96998, -2.78650, -0.98863)  -0.410
O (-4.47398, -0.62650, -1.50163)  -0.493
H (-6.46698, -2.39750, -0.22163)  0.316
H (-6.11798, -1.00150, 0.30237)  0.368
H (-5.08698, -2.13950, 0.93437)  0.414
C (2.57202, 5.48050, 0.68237)  -0.520
N (3.15702, 6.74650, -0.04763)  0.816
O (3.17102, 6.66350, -1.31963)  -0.503
O (3.10402, 7.73850, 0.54737)  -0.507
H (1.71902, 5.36950, 0.12737)  0.234
H (2.45502, 5.79550, 1.71137)  0.316
H (3.46002, 4.63050, 0.62637)  0.172
C (-1.31198, 4.42150, 3.51637)  -1.216
N (-0.92798, 3.26450, 2.78537)  0.998
O (-0.65798, 3.51350, 1.61937)  -0.528
O (-0.87798, 2.10250, 3.24937)  -0.366
H (-1.09398, 5.12050, 2.98637)  0.506
H (-0.63798, 4.39750, 4.60737)  0.297
H (-2.43398, 4.28550, 3.85437)  0.295
C (0.88602, -2.91450, 3.95337)  -1.289
N (1.04802, -1.44450, 4.23337)  0.831
O (2.12202, -0.96150, 4.55137)  -0.541
O (0.02502, -0.64350, 4.15437)  -0.314
H (0.79202, -3.43050, 4.78437)  0.693
H (1.59002, -3.42850, 3.44237)  0.468
H (0.01002, -3.04150, 3.46437)  0.171
C (6.12302, -3.22550, -2.31563)  -0.748
N (5.35602, -3.09050, -1.06463)  0.816
O (5.85802, -3.21650, 0.03337)  -0.507
O (4.12802, -2.83150, -1.28163)  -0.430
H (6.91902, -2.34050, -2.43963)  0.268
H (5.50602, -3.15150, -3.15363)  0.339
H (6.70102, -4.37750, -2.09863)  0.285
C (-2.52798, -0.12250, 5.68337)  -1.104
N (-3.11498, -0.11550, 4.37637)  1.069
O (-3.67998, 0.92150, 3.96837)  -0.560
O (-2.94398, -1.07050, 3.70337)  -0.485
H (-3.23498, -0.70050, 6.68637)  0.265
H (-2.40198, 0.94350, 5.99237)  0.355
H (-1.55998, -0.29150, 5.78037)  0.430
C (6.79302, 2.62450, 3.90637)  -0.793
N (5.27602, 2.22350, 3.81237)  0.731
O (4.72302, 1.77050, 4.88837)  -0.503
O (4.78202, 2.74650, 2.92437)  -0.387
H (7.20202, 2.03350, 3.06937)  0.295
H (7.21402, 2.22750, 4.74137)  0.351
H (6.95702, 3.65850, 3.56037)  0.312
C (-0.80698, 4.83050, -3.21363)  -0.464
N (0.63602, 5.08250, -3.44663)  0.763
O (0.90602, 6.07950, -4.26763)  -0.522
O (1.46802, 4.52550, -2.70363)  -0.389
H (-0.80498, 4.26250, -2.39663)  -0.013
H (-1.14698, 4.26850, -4.02063)  0.288
H (-1.25498, 5.79350, -3.27363)  0.387
C (-3.09598, -6.73650, -2.79963)  -0.713
N (-1.90698, -5.82150, -2.78963)  0.808
O (-2.08898, -4.62550, -2.94463)  -0.424
O (-0.73898, -6.20050, -2.61063)  -0.531
H (-3.46998, -6.86350, -3.89663)  0.284
H (-3.76098, -6.36950, -1.97663)  0.267
H (-2.79598, -7.70450, -2.46263)  0.312

Atoms 1-3, force components in eV/Å:
1.94 0.36 3.23
2.25 0.12 2.09
-4.68 3.89 5.08

Summary:
Total energy, eV: -98872.408
HOMO level, eV: -10.47
Net charge: +1
Spin multiplicity: 1
Orbital gap, eV: 5.36
Energy relative to the best compared isomer or geometry (same formula, charge and spin), kcal/mol: 0.0